Record 1
Computed, not measured: a cluster of 2 separate species, C3H4N2 in total, with ωB97M-V/def2-TZVPD.

Geometry as ORCA input:
```
! RIJCOSX wB97M-V def2-TZVPD def2/J DEFGRID3
* xyz 0 1
C -0.8077 -0.8189 0.2237
C 0.4677 -1.1627 0.0721
C 0.2551 1.1694 -0.3147
N -0.6994 0.2633 -0.7261
N 0.7571 -0.0551 -0.7878
H -1.6417 -1.0418 0.7824
H 1.0880 -1.9656 0.2246
H 0.3954 2.0902 -0.7294
H 0.1856 1.5211 1.2552
*
```

**Relative energy (zero: lowest compared OMol25 entry of this formula, charge and spin)**: 631.5 kJ/mol
**Orbital gap**: 10.56 eV

natural (NBO) atomic charges, in units of e: number 1, C, carries -0.09; number 2, C, carries -0.07; number 3, C, carries 0.06; number 4, N, carries -0.28; number 5, N, carries -0.29; number 6, H, carries 0.21; number 7, H, carries 0.21; number 8, H, carries 0.20; number 9, H, carries 0.05


Record 2
Computed, not measured: a cluster of 2 separate species, C3H4NO3 in total, with ωB97M-V/def2-TZVPD.

Geometry as ORCA input:
```
! RIJCOSX wB97M-V def2-TZVPD def2/J DEFGRID3
* xyz -1 1
C 1.1980 -0.5898 -0.8251
C -1.9771 -0.2111 -0.3444
C 0.0012 0.1540 0.9469
N 0.6072 -0.8671 0.3025
O -1.6509 0.2938 -1.3231
O -2.7411 -0.8296 0.2433
O 0.3469 1.5112 0.6026
H 1.7443 -1.4153 -1.2909
H 1.3238 0.4394 -1.2120
H -0.1007 -0.1131 2.0182
H 1.2482 1.6277 0.8819
*
```

**Relative energy (zero: lowest compared OMol25 entry of this formula, charge and spin)**: 350.3 kJ/mol
**Orbital gap**: 6.23 eV

natural (NBO) atomic charges, in units of e: number 1, C, carries -0.34; number 2, C, carries 0.98; number 3, C, carries -0.03; number 4, N, carries -0.46; number 5, O, carries -0.60; number 6, O, carries -0.62; number 7, O, carries -0.76; number 8, H, carries 0.14; number 9, H, carries 0.15; number 10, H, carries 0.12; number 11, H, carries 0.43


Record 3
Computed, not measured: the molecule C3H4IO5P, with ωB97M-V/def2-TZVPD.

Geometry as ORCA input:
```
! RIJCOSX wB97M-V def2-TZVPD def2/J DEFGRID3
* xyz 0 1
O -0.8778 2.5855 2.3309
P -0.6127 1.2350 1.5539
O -0.5523 1.4886 -0.1709
C -1.3467 0.4810 -0.8928
O -2.6482 0.8095 -1.1270
O -0.8642 -0.8015 -1.4272
C 0.2624 -1.3453 -0.6535
C 1.7255 -0.6261 -1.0199
O 1.7845 0.3318 -1.9839
I 3.5585 -1.1919 0.0910
H -1.6050 0.2013 1.7865
H 0.6908 0.6954 1.9539
H 0.4122 -2.4885 -0.9615
H 0.0729 -1.3749 0.5205
*
```

**Relative energy (zero: lowest compared OMol25 entry of this formula, charge and spin)**: 287.4 kJ/mol
**Orbital gap**: 9.82 eV

natural (NBO) atomic charges, in units of e: number 1, O, carries -0.99; number 2, P, carries 1.61; number 3, O, carries -0.75; number 4, C, carries 0.94; number 5, O, carries -0.52; number 6, O, carries -0.47; number 7, C, carries -0.19; number 8, C, carries 0.36; number 9, O, carries -0.51; number 10, I, carries 0.14; number 11, H, carries -0.05; number 12, H, carries -0.05; number 13, H, carries 0.26; number 14, H, carries 0.22